No. 1
# C4H8N2O

A structure of composition C4H8N2O (wB97M-V/def2-TZVPD, the Open Molecules 2025 dataset).

XYZ file:
```
15
Properties=species:S:1:pos:R:3
C -0.04 0.41 1.95
C -0.97 0.49 0.76
O -0.48 1.42 -0.25
C -0.48 0.37 -1.16
N 0.12 0.27 -2.31
C -0.91 -0.60 -0.27
N 1.53 -0.90 -1.02
H 0.95 0.12 1.60
H -0.40 -0.33 2.67
H 0.01 1.38 2.45
H -1.99 0.77 1.06
H 0.55 1.16 -2.56
H -1.29 -1.61 -0.35
H 0.95 -1.56 -1.54
H 2.46 -1.36 -1.07
```

Values from the calculation:
Energy relative to the best compared isomer or geometry (same formula, charge and spin), kJ/mol: 595.6
Total charge: 0
Electronic energy, hartree: -341.77681
LUMO energy (alpha / beta), eV: -0.20 / -0.81
HOMO-LUMO gap (alpha / beta), eV: 8.764 / 8.257



No. 2
# C41H79F3NNbO20PS

A structure of composition C41H79F3NNbO20PS (wB97M-V/def2-TZVPD, the Open Molecules 2025 dataset).

XYZ file:
```
147
Properties=species:S:1:pos:R:3
C -0.37 2.10 2.87
C 0.00 1.76 1.79
Nb 0.45 0.94 -0.25
C 0.99 0.29 -2.31
C 2.36 -0.41 -2.45
C 3.37 0.44 -3.18
O 2.93 0.57 -4.55
C 3.79 1.19 -5.38
C 5.20 0.68 -5.44
O 3.42 2.07 -6.10
C -1.73 0.48 -0.65
C -2.71 0.97 0.37
O -4.06 0.39 0.14
C -4.73 0.87 -0.90
C -5.76 -0.07 -1.44
O -4.56 1.97 -1.37
C 0.40 -1.14 0.59
C 0.27 -2.31 -0.40
C 1.48 -1.32 1.67
C 2.67 -2.21 1.31
C 2.53 -3.70 1.59
P -0.11 3.23 -1.37
N 0.22 4.39 -0.34
O 0.74 3.48 -2.74
O -1.67 3.29 -1.83
S 2.92 1.56 0.27
O 3.25 2.50 -0.80
O 3.86 0.44 0.38
C 3.30 2.57 1.82
F 4.59 2.97 1.70
F 2.51 3.65 1.93
F 3.19 1.82 2.93
H -0.75 2.34 3.84
H 0.95 1.09 -3.04
H 0.19 -0.40 -2.57
H 2.79 -0.76 -1.51
H 2.23 -1.31 -3.06
H 4.32 -0.08 -3.17
H 3.46 1.42 -2.73
H 5.22 -0.31 -5.87
H 5.75 1.34 -6.11
H 5.65 0.70 -4.46
H -1.94 0.88 -1.64
H -1.84 -0.61 -0.71
H -2.47 0.60 1.35
H -2.80 2.05 0.40
H -5.29 -0.78 -2.11
H -6.23 -0.62 -0.64
H -6.49 0.52 -1.99
H -0.56 -1.16 1.11
H -0.47 -2.09 -1.17
H -0.07 -3.20 0.12
H 1.21 -2.56 -0.88
H 1.87 -0.37 2.02
H 1.00 -1.77 2.54
H 3.51 -1.83 1.89
H 2.93 -2.03 0.27
H 3.52 -4.05 1.85
H 2.25 -4.25 0.70
H 1.87 -3.93 2.42
H 0.97 4.96 -0.71
H 0.16 3.72 -3.48
H -1.81 3.99 -2.47
O 6.02 -3.74 2.65
C 6.60 -2.85 2.09
O 5.99 -1.65 2.05
C 6.57 -0.47 1.49
C 6.33 -0.38 -0.01
C 7.91 -3.05 1.37
H 7.63 -0.40 1.75
H 6.06 0.35 1.99
H 6.81 -1.21 -0.54
H 6.72 0.56 -0.40
H 5.26 -0.42 -0.21
H 7.70 -3.45 0.38
H 8.49 -3.79 1.93
H 8.51 -2.15 1.27
O -5.80 -3.00 0.16
C -6.70 -3.72 -0.16
O -6.98 -3.85 -1.48
C -7.92 -4.79 -1.99
C -9.34 -4.25 -1.95
C -7.56 -4.43 0.86
H -7.83 -5.74 -1.47
H -7.61 -4.95 -3.02
H -9.66 -4.06 -0.93
H -10.02 -4.97 -2.40
H -9.40 -3.31 -2.50
H -8.33 -3.74 1.20
H -6.93 -4.70 1.70
H -8.03 -5.34 0.49
O -4.24 -4.78 5.62
C -4.43 -3.67 5.19
O -5.21 -3.53 4.11
C -5.64 -2.25 3.62
C -4.63 -1.59 2.72
C -3.77 -2.46 5.80
H -5.94 -1.61 4.46
H -6.54 -2.47 3.06
H -3.70 -1.36 3.25
H -5.03 -0.66 2.32
H -4.38 -2.24 1.89
H -2.76 -2.36 5.39
H -3.70 -2.62 6.87
H -4.31 -1.53 5.64
O -6.20 -2.14 8.66
C -5.92 -2.95 9.49
O -4.62 -3.10 9.81
C -4.17 -3.95 10.88
C -4.02 -5.39 10.43
C -6.96 -3.84 10.13
H -4.82 -3.85 11.75
H -3.20 -3.54 11.16
H -4.97 -5.82 10.12
H -3.61 -5.99 11.24
H -3.34 -5.45 9.58
H -7.13 -4.69 9.46
H -7.88 -3.28 10.22
H -6.69 -4.22 11.11
O 8.51 1.62 -3.91
C 8.32 2.74 -4.31
O 7.97 2.91 -5.60
C 7.55 4.16 -6.14
C 8.72 5.03 -6.56
C 8.52 3.94 -3.43
H 6.88 4.67 -5.45
H 6.95 3.90 -7.01
H 9.34 5.30 -5.70
H 8.36 5.95 -7.02
H 9.34 4.50 -7.27
H 9.58 4.20 -3.42
H 8.22 3.67 -2.42
H 7.94 4.82 -3.72
O -1.13 4.18 -4.75
C -1.05 5.31 -5.16
O -1.49 5.56 -6.40
C -1.59 6.88 -6.94
C -0.27 7.35 -7.53
C -0.42 6.41 -4.34
H -1.98 7.57 -6.19
H -2.34 6.80 -7.72
H 0.50 7.42 -6.77
H -0.40 8.33 -7.98
H 0.07 6.65 -8.29
H 0.66 6.36 -4.47
H -0.64 6.23 -3.29
H -0.77 7.41 -4.59
```

Values from the calculation:
Total charge: -1
Electronic energy, hartree: -4265.22823
LUMO energy, eV: 1.68
HOMO-LUMO gap, eV: 6.483



No. 3
# C3H5N3OS

An isolated molecule of C3H5N3OS (wB97M-V/def2-TZVPD, the Open Molecules 2025 dataset).

XYZ file:
```
13
Properties=species:S:1:pos:R:3
N 2.30 -0.56 0.41
N 1.43 -0.23 -0.59
C 1.03 1.17 -0.38
C -0.32 1.05 -0.08
C -0.89 -0.20 -0.31
N -2.03 -0.75 -0.27
S -3.46 0.04 -0.08
O 0.17 -1.11 -0.67
H 1.94 -0.63 1.36
H 2.94 -1.35 0.28
H 1.77 1.90 -0.44
H -0.93 2.05 0.15
H -3.94 -1.38 0.63
```

Values from the calculation:
Energy relative to the best compared isomer or geometry (same formula, charge and spin), kJ/mol: 581.2
Total charge: 0
Electronic energy, hartree: -754.81770
LUMO energy, eV: 0.13
HOMO-LUMO gap, eV: 8.171



No. 4
# C44H106Cl16N6O12

A cluster of 14 separate species, C44H106Cl16N6O12 in total (wB97M-V/def2-TZVPD, the Open Molecules 2025 dataset).

XYZ file:
```
184
Properties=species:S:1:pos:R:3
C 1.23 8.12 2.65
O 1.70 6.79 2.48
C 2.99 6.74 1.94
C 3.58 5.35 2.04
N 3.71 4.90 3.41
C 4.16 3.55 3.67
C 3.78 3.08 5.03
O 2.37 3.13 5.08
C 1.82 3.20 6.41
H 1.04 8.81 1.81
H 1.87 8.62 3.35
H 0.25 8.05 3.17
H 3.54 7.44 2.58
H 3.07 7.19 0.92
H 4.60 5.41 1.62
H 2.94 4.64 1.43
H 2.81 4.92 3.91
H 5.24 3.40 3.49
H 3.53 2.87 3.00
H 4.24 3.83 5.83
H 4.22 2.10 5.23
H 0.75 3.30 6.32
H 2.07 4.08 6.98
H 2.07 2.27 6.94
C -6.30 -2.72 -2.27
O -6.53 -3.11 -0.92
C -7.87 -3.52 -0.77
C -8.18 -4.06 0.59
N -8.05 -3.11 1.68
C -6.76 -2.89 2.28
C -6.81 -1.79 3.27
O -6.94 -0.55 2.64
C -7.08 0.48 3.63
H -6.95 -1.86 -2.50
H -6.58 -3.53 -2.99
H -5.24 -2.42 -2.43
H -8.02 -4.35 -1.50
H -8.57 -2.82 -1.08
H -7.43 -4.84 0.84
H -9.14 -4.52 0.51
H -8.48 -2.22 1.52
H -5.98 -2.71 1.54
H -6.38 -3.77 2.80
H -5.88 -1.82 3.89
H -7.59 -1.92 4.07
H -7.11 1.42 3.11
H -6.20 0.49 4.35
H -8.00 0.34 4.23
C -0.19 2.62 -5.56
O -1.59 2.36 -5.24
C -2.43 3.46 -5.53
C -3.82 3.03 -5.26
N -4.14 3.01 -3.79
C -5.36 2.24 -3.56
C -6.04 2.47 -2.22
O -5.37 2.14 -1.07
C -5.27 0.82 -0.68
H 0.19 3.22 -4.76
H -0.23 3.11 -6.54
H 0.38 1.69 -5.61
H -2.39 3.75 -6.58
H -2.13 4.39 -5.02
H -3.88 2.04 -5.71
H -4.55 3.65 -5.77
H -3.34 2.55 -3.35
H -5.23 1.17 -3.62
H -6.07 2.44 -4.44
H -6.93 1.89 -2.27
H -6.31 3.55 -2.09
H -4.56 0.23 -1.33
H -6.22 0.21 -0.74
H -4.81 0.88 0.27
C 8.62 2.00 -3.80
O 7.39 1.39 -4.07
C 7.36 0.60 -5.26
C 6.20 -0.32 -5.26
N 6.12 -1.16 -4.07
C 4.95 -1.99 -4.12
C 4.77 -2.71 -2.79
O 4.53 -1.75 -1.76
C 4.79 -2.15 -0.40
H 9.01 2.73 -4.56
H 9.43 1.27 -3.76
H 8.60 2.52 -2.87
H 8.30 0.01 -5.31
H 7.45 1.16 -6.22
H 6.25 -0.96 -6.16
H 5.31 0.31 -5.37
H 6.04 -0.55 -3.24
H 5.02 -2.72 -4.89
H 4.02 -1.48 -4.31
H 5.63 -3.38 -2.55
H 3.94 -3.48 -2.87
H 5.61 -2.90 -0.40
H 3.93 -2.74 -0.02
H 5.09 -1.30 0.23
C -3.42 2.26 3.43
O -2.38 3.11 2.88
C -1.13 2.92 3.57
C 0.04 3.04 2.64
N 0.23 1.76 1.98
C 1.37 1.66 1.07
C 1.79 0.27 0.82
O 0.66 -0.51 0.27
C 0.90 -1.93 0.15
H -3.26 1.21 3.24
H -4.34 2.58 2.90
H -3.47 2.50 4.48
H -1.05 1.90 4.00
H -1.12 3.63 4.40
H 0.87 3.23 3.28
H -0.05 3.89 1.96
H -0.60 1.45 1.49
H 2.23 2.21 1.50
H 1.17 2.22 0.12
H 2.11 -0.22 1.74
H 2.58 0.23 0.04
H -0.03 -2.25 -0.34
H 1.01 -2.37 1.16
H 1.76 -2.35 -0.41
C 3.82 -8.50 -1.65
O 3.28 -7.55 -0.74
C 2.03 -6.97 -1.00
C 1.45 -6.10 0.14
N 2.49 -5.19 0.67
C 2.36 -4.81 2.06
C 3.64 -4.03 2.48
O 4.75 -4.93 2.27
C 5.96 -4.39 2.78
H 3.96 -7.98 -2.59
H 3.11 -9.29 -1.82
H 4.78 -8.88 -1.29
H 1.25 -7.69 -1.23
H 2.02 -6.31 -1.90
H 0.97 -6.81 0.88
H 0.61 -5.45 -0.19
H 3.37 -5.75 0.63
H 2.22 -5.74 2.62
H 1.48 -4.21 2.26
H 3.68 -3.64 3.48
H 3.68 -3.19 1.83
H 6.38 -3.55 2.16
H 6.67 -5.18 2.68
H 5.86 -3.93 3.75
C -3.74 5.80 3.12
Cl -2.54 7.05 3.69
Cl -5.09 5.66 4.22
H -4.10 6.07 2.14
H -3.22 4.85 3.16
C -0.04 -4.18 -5.65
Cl 1.49 -4.92 -6.24
Cl -0.53 -4.60 -3.94
H 0.00 -3.10 -5.72
H -0.81 -4.45 -6.37
C -2.58 4.03 -0.89
Cl -1.21 3.82 -2.12
Cl -2.47 5.63 -0.11
H -3.50 4.01 -1.41
H -2.47 3.26 -0.16
C -0.36 0.02 -2.71
Cl -2.02 -0.59 -2.26
Cl 0.44 -1.03 -3.92
H -0.46 1.00 -3.08
H 0.24 -0.01 -1.84
C -3.11 -4.58 0.00
Cl -2.26 -3.74 -1.27
Cl -1.98 -5.19 1.21
H -3.85 -3.94 0.48
H -3.48 -5.37 -0.64
C 4.25 2.11 -2.79
Cl 2.68 1.36 -3.02
Cl 4.64 2.72 -1.13
H 5.07 1.37 -2.94
H 4.26 2.96 -3.44
C -1.65 -1.41 2.36
Cl -2.06 -1.29 4.11
Cl -3.01 -1.06 1.30
H -0.95 -0.62 2.10
H -1.28 -2.36 2.07
C 1.15 -0.88 5.09
Cl 2.57 -0.41 6.02
Cl 1.44 -2.41 4.29
H 0.32 -1.07 5.80
H 0.92 -0.20 4.34
```

Values from the calculation:
Total charge: 0
Electronic energy, hartree: -10334.17819
LUMO energy, eV: 0.50
HOMO-LUMO gap, eV: 8.987